# 1
96
Properties=species:S:1:pos:R:3 method="wB97M-V/def2-TZVPD" multiplicity=1 orbital_gap_ev=3.69 charge=-1 homo_energy_ha=-0.058 e_tot_ha=-3998.29747
C -2.924 -0.069 2.898
C -3.226 0.877 1.740
C -4.088 0.240 0.644
O -3.545 -0.884 0.023
C -2.293 -0.614 -0.715
C -1.140 -1.215 0.102
C -0.116 -1.931 -0.763
S 1.112 -0.800 -1.474
C 2.660 -1.066 -0.740
N 3.084 -1.998 0.052
N 4.400 -1.695 0.329
C 4.696 -0.627 -0.296
O 3.636 -0.171 -1.011
H -2.114 -0.762 2.698
H -2.684 0.493 3.802
H -3.826 -0.642 3.124
H -3.823 1.700 2.154
H -2.330 1.350 1.342
H -5.000 -0.100 1.145
H -4.376 1.031 -0.056
H -2.169 0.474 -0.773
H -0.624 -0.433 0.691
H -1.581 -1.913 0.811
H 0.395 -2.684 -0.154
H -0.569 -2.475 -1.587
H 5.621 -0.090 -0.319
C 6.673 -1.352 3.398
C 5.192 -1.649 3.476
O 4.848 -2.209 4.764
C 4.698 -1.345 5.752
O 4.819 -0.156 5.688
C 4.293 -2.090 7.034
F 5.044 -3.183 7.225
F 3.015 -2.479 6.967
F 4.430 -1.311 8.105
H 7.254 -2.247 3.626
H 6.935 -1.005 2.399
H 6.962 -0.586 4.119
H 4.924 -2.397 2.737
H 4.591 -0.765 3.276
C 2.797 2.655 1.498
C 2.742 3.566 2.706
O 1.740 4.587 2.546
C 0.491 4.219 2.817
O 0.131 3.141 3.178
C -0.450 5.422 2.641
F -0.190 6.090 1.510
F -0.301 6.282 3.664
F -1.719 5.039 2.610
H 2.949 3.246 0.594
H 3.614 1.939 1.594
H 1.869 2.099 1.367
H 3.687 4.093 2.821
H 2.568 3.007 3.625
C 2.250 1.956 -7.474
C 1.966 1.989 -5.987
O 0.744 1.305 -5.675
C 0.824 -0.019 -5.597
O 1.810 -0.675 -5.767
C -0.542 -0.600 -5.205
F -1.532 -0.049 -5.924
F -0.780 -0.372 -3.921
F -0.578 -1.917 -5.417
H 1.403 2.357 -8.032
H 3.137 2.546 -7.705
H 2.414 0.935 -7.819
H 1.823 3.015 -5.654
H 2.789 1.569 -5.411
C -7.964 6.298 0.835
C -7.581 5.448 2.027
O -7.859 4.059 1.788
C -6.949 3.405 1.067
O -5.949 3.869 0.612
C -7.353 1.929 0.934
F -8.657 1.803 0.629
F -7.152 1.286 2.092
F -6.650 1.328 -0.009
H -9.008 6.131 0.568
H -7.821 7.355 1.061
H -7.360 6.046 -0.036
H -8.179 5.723 2.894
H -6.533 5.580 2.295
C 0.597 -4.510 -3.613
C 1.081 -5.368 -2.467
O 0.875 -6.775 -2.738
C 1.774 -7.363 -3.504
O 2.740 -6.859 -3.997
C 1.427 -8.853 -3.652
F 0.127 -9.037 -3.908
F 1.718 -9.517 -2.523
F 2.120 -9.413 -4.643
H -0.447 -4.728 -3.844
H 0.687 -3.456 -3.359
H 1.173 -4.696 -4.520
H 0.507 -5.153 -1.569
H 2.129 -5.181 -2.237

# 2
82
Properties=species:S:1:pos:R:3 method="wB97M-V/def2-TZVPD" multiplicity=1 orbital_gap_ev=8.72 charge=+1 homo_energy_ha=-0.386 relative_energy_ev=0.3113 e_tot_ha=-4868.11570
Ga 0.267 -1.392 0.733
C 1.202 -4.268 0.810
C -0.029 -4.245 -0.102
N -0.948 -3.152 0.231
C -1.936 -3.428 1.273
C -1.261 -3.373 2.633
N -0.464 -2.146 2.718
C 0.744 -2.264 3.535
C 1.919 -2.868 2.726
N 1.635 -2.927 1.272
H 2.023 -4.751 0.276
H 1.015 -4.878 1.691
H -0.530 -5.217 -0.049
H 0.288 -4.087 -1.129
H -1.416 -2.828 -0.606
H -2.430 -4.392 1.119
H -2.690 -2.642 1.212
H -0.608 -4.232 2.780
H -2.007 -3.418 3.430
H -1.050 -1.373 3.041
H 0.562 -2.863 4.431
H 1.014 -1.263 3.866
H 2.160 -3.873 3.078
H 2.804 -2.252 2.874
H 2.461 -2.630 0.764
I 1.512 -2.163 -8.068
C 1.306 -1.689 -6.057
C 1.230 -0.357 -5.665
C 1.093 -0.047 -4.325
C 1.042 -1.056 -3.368
C 1.118 -2.383 -3.772
C 1.247 -2.706 -5.112
C 0.898 -0.672 -1.932
O 0.782 0.510 -1.618
O 0.909 -1.641 -1.075
H 1.281 0.429 -6.405
H 1.023 0.981 -4.003
H 1.086 -3.172 -3.034
H 1.306 -3.739 -5.422
N 3.494 5.999 -0.057
C 3.196 4.743 0.393
C 2.848 3.727 -0.508
C 2.509 2.471 -0.056
C 2.507 2.206 1.311
C 2.876 3.199 2.218
C 3.211 4.456 1.765
S 2.082 0.625 1.916
O 2.523 -0.396 0.973
O 2.527 0.558 3.281
N 0.488 0.356 1.803
C -0.443 1.064 2.533
S -0.292 2.738 2.941
C -1.854 2.685 3.661
C -2.378 1.448 3.527
N -1.581 0.526 2.894
H 3.709 6.122 -1.031
H 3.958 6.634 0.568
H 2.861 3.929 -1.571
H 2.249 1.690 -0.756
H 2.919 2.972 3.272
H 3.499 5.225 2.469
H -2.273 3.543 4.155
H -3.344 1.141 3.902
O -1.531 -0.638 0.039
C -2.094 0.485 -0.165
C -3.597 0.542 -0.179
C -4.235 1.168 -1.444
C -3.241 1.572 -2.531
C -2.491 2.855 -2.182
C -2.021 2.855 -0.731
N -1.409 1.586 -0.369
H -3.897 1.074 0.729
H -3.927 -0.487 -0.048
H -4.833 2.035 -1.159
H -4.938 0.443 -1.854
H -3.768 1.706 -3.477
H -2.529 0.759 -2.704
H -3.148 3.718 -2.316
H -1.644 2.993 -2.853
H -2.850 3.046 -0.045
H -1.282 3.634 -0.544
H -0.414 1.459 -0.522

# 3
79
Properties=species:S:1:pos:R:3 method="wB97M-V/def2-TZVPD" multiplicity=6 orbital_gap_ev="7.24 / 5.10" charge=+4 s_squared=8.761 homo_energy_ha="-0.673 / -0.673" relative_energy_ev=1.5631 e_tot_ha=-6269.05040
Ru 0.714 0.990 0.135
C 2.591 5.134 -0.344
C 1.722 3.954 -0.073
N 1.687 2.880 -0.780
N 2.443 2.762 -1.915
C 2.309 1.663 -2.677
N 2.932 1.600 -3.831
S 1.362 0.325 -2.147
C 0.738 3.968 1.035
C 0.448 5.121 1.733
C -0.579 5.108 2.677
C -1.285 3.939 2.876
C -0.936 2.812 2.143
N 0.056 2.816 1.252
H 3.507 4.872 -0.872
H 2.890 5.609 0.588
H 2.047 5.879 -0.934
H 2.977 3.558 -2.239
H 3.465 2.370 -4.217
H 2.848 0.773 -4.407
H 0.990 6.036 1.540
H -0.821 6.006 3.230
H -2.099 3.883 3.585
H -1.474 1.882 2.275
C -5.609 -3.463 1.032
Ge -4.792 -3.043 2.757
C -5.830 -1.864 3.911
C -3.914 -4.534 3.671
Ge -2.825 -1.671 2.068
C -2.886 -0.163 0.802
C -1.949 -0.016 -0.244
C -2.052 1.054 -1.150
C -3.054 2.004 -0.998
C -3.978 1.861 0.022
C -3.904 0.779 0.898
C -1.516 -1.124 3.410
C -1.858 -1.375 4.743
C -1.070 -0.930 5.799
C 0.083 -0.208 5.538
C 0.420 0.087 4.221
C -0.373 -0.367 3.177
H -5.661 -4.541 0.889
H -5.057 -3.031 0.198
H -6.623 -3.065 1.001
H -6.836 -2.272 4.021
H -5.923 -0.865 3.488
H -5.390 -1.792 4.905
H -4.565 -4.912 4.460
H -2.980 -4.226 4.142
H -3.719 -5.350 2.977
H -1.260 -0.852 -0.439
H -1.396 1.118 -2.010
H -3.151 2.816 -1.706
H -4.786 2.576 0.120
H -4.660 0.688 1.670
H -2.749 -1.948 4.973
H -1.362 -1.144 6.819
H 0.699 0.148 6.354
H 1.287 0.708 4.014
H -0.117 0.030 2.189
N -1.268 -4.047 1.551
C -1.290 -5.116 0.747
C -1.861 -4.726 -0.450
C -2.150 -3.379 -0.287
N -1.758 -2.948 0.925
H -0.826 -3.959 2.454
H -0.908 -6.070 1.074
H -2.047 -5.342 -1.312
H -2.637 -2.703 -0.972
N 4.770 -0.607 2.409
C 3.619 -1.409 1.869
C 2.583 -0.492 1.244
O 2.759 0.758 1.259
O 1.560 -1.004 0.733
H 4.926 -0.771 3.406
H 4.567 0.392 2.274
H 5.650 -0.820 1.933
H 3.159 -1.971 2.680
H 3.984 -2.119 1.130

Question: Which value of multiplicity does entry 2 give?
Answer: 1